Entry 1:
ORCA calculation (ωB97M-V/def2-TZVPD) on the molecule C5H5ClN2O2.

Atoms and positions in Å:
H: 1.224 1.853 -1.153
N: 0.847 0.932 -0.878
C: 0.550 1.055 0.370
C: -0.099 -0.107 0.970
C: -0.695 -1.063 0.166
C: -0.872 -0.903 -1.282
C: -0.520 -1.740 -2.292
Cl: -0.824 -1.178 -3.900
N: -0.238 -3.090 -2.108
O: 0.123 -3.451 -1.003
O: -0.532 -3.864 -2.987
H: 0.728 2.042 0.914
H: 0.056 -0.195 2.094
H: -0.978 -2.073 0.492
H: -1.091 0.118 -1.543

Computed properties:
Highest occupied orbital energy: -9.4 eV
Net charge: 0
SMILES: [H]/N=C/C=C\C=C(\Cl)[N+](=O)[O-]
Kohn-Sham gap: 8.44 eV
Maximum force: 3.645 eV/A

Atom charges from the Löwdin analysis, given in e for atoms 1 to 4: 0.07 0.09 -0.23 -0.07

Entry 2:
ORCA calculation (ωB97M-V/def2-TZVPD) on the molecule C4H9NO2.

Atoms and positions in Å:
C: 2.172 0.971 -0.358
N: 0.966 1.186 -1.184
C: -0.115 1.554 -0.355
C: -0.696 -0.126 0.138
O: -0.398 -0.891 -0.766
O: -1.361 -0.659 1.188
C: -1.845 -2.026 0.934
H: 2.105 1.498 0.621
H: 3.092 1.319 -0.856
H: 2.238 -0.109 -0.174
H: 0.538 0.199 -1.444
H: -0.854 2.119 -0.958
H: 0.118 2.053 0.581
H: -2.477 -2.292 1.787
H: -1.031 -2.762 0.827
H: -2.452 -2.033 0.017

Computed properties:
Highest occupied orbital energy: -9.1 eV
Net charge: 0
SMILES: CNCC(=O)OC
Kohn-Sham gap: 9.99 eV
Maximum force: 2.507 eV/A

Atom charges from the Löwdin analysis, given in e for atoms 1 to 4: -0.13 -0.16 -0.11 -0.32

Entry 3:
ORCA calculation (ωB97M-V/def2-TZVPD) on a 14-piece molecular cluster, C36H75N3O11S3 overall.

Atoms and positions in Å:
C: -2.099 0.372 3.818
C: -2.685 -0.815 4.424
N: -3.138 -1.759 4.889
H: -1.269 0.117 3.163
H: -1.763 1.051 4.600
H: -2.873 0.888 3.247
C: 0.054 -3.325 3.004
C: 0.855 -4.080 3.938
N: 1.493 -4.665 4.696
H: 0.577 -2.424 2.707
H: -0.938 -3.159 3.428
H: -0.122 -3.936 2.118
C: -2.257 1.228 -5.124
C: -1.377 1.044 -3.995
N: -0.609 0.879 -3.166
H: -2.317 0.306 -5.699
H: -1.874 2.023 -5.762
H: -3.249 1.524 -4.784
C: 2.179 1.111 6.089
S: 0.990 2.100 5.190
O: 1.075 3.432 5.836
C: 2.003 2.180 3.705
H: 3.171 1.552 6.025
H: 2.164 0.084 5.717
H: 1.885 1.104 7.138
H: 1.510 2.775 2.942
H: 2.093 1.157 3.334
H: 2.973 2.563 4.009
C: 5.331 -1.976 5.680
S: 5.016 -1.226 4.075
O: 5.960 -1.895 3.139
C: 3.432 -2.034 3.858
H: 5.034 -3.022 5.637
H: 4.785 -1.446 6.464
H: 6.397 -1.882 5.871
H: 3.603 -3.080 3.594
H: 2.814 -1.605 3.069
H: 2.902 -2.027 4.812
C: 3.892 -1.640 0.155
S: 3.833 -3.377 0.579
O: 2.440 -3.704 0.999
C: 3.936 -4.006 -1.100
H: 4.069 -1.093 1.079
H: 2.922 -1.330 -0.238
H: 4.705 -1.473 -0.548
H: 3.309 -3.392 -1.743
H: 3.572 -5.029 -1.063
H: 4.973 -4.011 -1.439
C: 3.258 4.925 -3.610
C: 3.755 3.527 -3.911
O: 4.772 3.325 -4.517
C: 2.941 2.381 -3.356
H: 3.805 5.674 -4.173
H: 3.394 5.087 -2.539
H: 2.186 4.988 -3.809
H: 2.818 1.603 -4.107
H: 1.962 2.682 -2.978
H: 3.463 1.953 -2.493
C: -4.041 -2.044 -1.916
C: -4.067 -3.412 -2.552
O: -3.370 -4.294 -2.107
C: -5.141 -3.679 -3.568
H: -5.022 -1.815 -1.495
H: -3.738 -1.250 -2.602
H: -3.320 -2.057 -1.099
H: -5.012 -3.074 -4.469
H: -6.098 -3.396 -3.122
H: -5.163 -4.730 -3.845
C: 0.481 7.180 -0.347
C: 0.095 5.825 -0.838
O: -0.957 5.630 -1.408
C: 1.057 4.694 -0.563
H: -0.411 7.777 -0.166
H: 1.140 7.703 -1.042
H: 0.997 7.108 0.612
H: 2.010 4.977 -1.013
H: 0.626 3.777 -0.943
H: 1.239 4.654 0.512
C: -1.333 3.752 2.140
C: -0.992 5.077 2.769
O: -0.048 5.720 2.370
C: -1.883 5.572 3.847
H: -2.017 3.825 1.307
H: -1.669 3.048 2.904
H: -0.417 3.301 1.743
H: -2.935 5.583 3.559
H: -1.569 6.553 4.199
H: -1.813 4.922 4.730
C: -3.496 2.449 -1.473
C: -4.346 1.693 -0.471
O: -3.847 1.013 0.395
C: -5.852 1.750 -0.650
H: -3.721 2.072 -2.470
H: -2.441 2.294 -1.249
H: -3.655 3.530 -1.434
H: -6.284 2.712 -0.383
H: -6.301 0.994 0.001
H: -6.126 1.458 -1.666
C: -0.634 -0.929 0.027
C: 0.379 -0.016 0.663
O: 0.705 -0.160 1.816
C: 0.945 1.093 -0.164
H: -0.204 -1.928 -0.062
H: -1.022 -0.569 -0.923
H: -1.488 -0.993 0.710
H: 1.471 1.820 0.447
H: 0.232 1.568 -0.839
H: 1.616 0.660 -0.924
C: -0.307 -4.532 -0.802
C: -0.018 -5.653 -1.767
O: 0.997 -5.639 -2.426
C: -1.063 -6.726 -1.931
H: 0.655 -4.049 -0.627
H: -0.776 -4.892 0.110
H: -0.950 -3.807 -1.302
H: -0.908 -7.276 -2.857
H: -2.052 -6.271 -1.962
H: -0.963 -7.412 -1.087
C: -1.549 -4.126 -5.214
C: -1.133 -2.691 -5.095
O: -1.490 -1.861 -5.905
C: -0.171 -2.349 -3.986
H: -2.621 -4.249 -5.342
H: -1.235 -4.705 -4.342
H: -0.995 -4.577 -6.042
H: 0.075 -1.296 -4.054
H: 0.761 -2.898 -4.176
H: -0.549 -2.654 -3.015

Computed properties:
Highest occupied orbital energy: -8.9 eV
Net charge: 0
Kohn-Sham gap: 8.93 eV
Maximum force: 1.419 eV/A

Atom charges from the Löwdin analysis, given in e for atoms 1 to 4: -0.08 -0.28 0.13 0.06

Entry 4:
ORCA calculation (ωB97M-V/def2-TZVPD) on an isolated ion of composition C5H9NO and charge +1.

Atoms and positions in Å:
C: 0.464 0.293 -1.165
C: -0.608 -0.872 -0.945
C: -0.337 -1.704 0.305
C: -1.331 -2.449 0.873
C: 0.699 1.344 -0.003
N: -0.034 1.095 1.104
O: 1.380 2.284 -0.292
H: 0.287 0.793 -2.116
H: 1.458 -0.176 -1.312
H: -1.559 -0.382 -0.731
H: -0.711 -1.583 -1.778
H: 0.694 -1.571 0.631
H: -1.363 -3.469 1.256
H: -2.310 -1.955 0.884
H: -0.699 0.354 1.112
H: -0.040 1.633 1.959

Computed properties:
Highest occupied orbital energy (alpha / beta): -13.8 / -13.7 eV
Net charge: +1
Kohn-Sham gap (alpha / beta): 7.55 / 4.83 eV
Maximum force: 2.841 eV/A
Spin multiplicity: 2
<S²>: 0.76

Atom charges from the Löwdin analysis, given in e for atoms 1 to 4: -0.06 -0.12 0.01 0.24

Entry 5:
ORCA calculation (ωB97M-V/def2-TZVPD) on an isolated ion of composition C3H7N4 and charge +1.

Atoms and positions in Å:
C: 1.870 0.423 -0.740
C: -0.252 0.606 0.275
C: -0.796 -1.757 -0.125
N: 1.254 -0.707 -0.775
N: 1.213 1.422 -0.145
N: 0.028 -0.574 -0.193
N: -1.256 1.150 0.915
H: 2.859 0.515 -1.153
H: -0.488 -2.374 0.721
H: -1.845 -1.482 -0.028
H: -0.641 -2.325 -1.040
H: 1.383 2.402 -0.030
H: -1.260 2.118 1.201
H: -2.069 0.583 1.117

Computed properties:
Highest occupied orbital energy (alpha / beta): -9.3 / -15.7 eV
Net charge: +1
Kohn-Sham gap (alpha / beta): 6.16 / 8.28 eV
Maximum force: 6.836 eV/A
Spin multiplicity: 3
<S²>: 2.01

Atom charges from the Löwdin analysis, given in e for atoms 1 to 4: -0.17 -0.20 0.03 0.20

Entry 6:
ORCA calculation (ωB97M-V/def2-TZVPD) on a 3-piece molecular cluster, C2H10N2O2 overall.

Atoms and positions in Å:
H: 2.829 -2.494 -0.367
N: 2.399 -2.498 0.550
C: 1.618 -1.512 0.705
N: 0.829 -1.402 1.815
C: 0.441 -0.097 2.326
H: 1.488 -0.684 0.003
H: 0.920 -2.168 2.459
H: 0.399 0.585 1.491
H: -0.578 -0.128 2.720
H: 1.142 0.226 3.094
O: -3.133 -0.413 -5.935
H: -3.652 0.022 -6.622
H: -3.282 0.087 -5.128
O: -0.193 3.567 1.205
H: -0.982 3.048 1.394
H: -0.245 3.862 0.290

Computed properties:
Highest occupied orbital energy: -8.8 eV
Net charge: 0
SMILES: [H]/N=C/NC.O.O
Kohn-Sham gap: 9.42 eV
Maximum force: 0.873 eV/A

Atom charges from the Löwdin analysis, given in e for atoms 1 to 4: 0.02 0.05 -0.36 -0.08